The following is a DFT calculation (wB97M-V/def2-TZVPD) of a structure of composition C7H22FeN4O7 in a non-equilibrium geometry.

Values from the calculation:
**HOMO energy (alpha / beta)**: -0.1348 / -0.1529 Eh
**HOMO-LUMO gap (alpha / beta)**: 3.44 / 3.89 eV
**Multiplicity**: 5
**Max |F|**: 3.8 eV/A
**LUMO (alpha / beta)**: -0.2 / -0.3 eV
**⟨S²⟩**: 6.051

Last column: natural (NBO) charge in e.
Atoms and positions in Å:
O -4.13 0.60 1.18  -0.737
H -5.10 0.56 1.16  0.468
Fe 0.35 -0.37 -0.08  0.883
N 1.28 -0.05 -1.90  -0.378
N -0.68 1.19 -1.07  -0.364
O 2.34 -0.81 -2.49  -0.641
O -1.68 2.01 -0.50  -0.620
C 0.89 0.91 -2.73  0.048
C -0.20 1.68 -2.20  0.072
C 1.55 1.06 -4.04  -0.656
C -0.77 2.89 -2.85  -0.657
H 2.02 0.12 -4.31  0.239
H 2.34 1.83 -4.00  0.202
H 0.84 1.36 -4.81  0.208
H -1.25 3.57 -2.13  0.236
H -1.53 2.61 -3.59  0.205
H 0.01 3.45 -3.38  0.206
H 2.73 -1.35 -1.79  0.452
H -2.00 1.53 0.29  0.477
O 1.96 1.38 0.72  -0.964
H 2.51 1.70 -0.02  0.495
H 1.52 2.18 1.07  0.490
C -3.63 -0.65 0.71  -0.265
H -2.85 -1.01 1.39  0.185
H -3.17 -0.48 -0.27  0.186
H -4.42 -1.41 0.62  0.159
O -0.27 -2.45 -0.97  -0.945
H -0.18 -2.52 -1.94  0.500
H -0.01 -3.32 -0.61  0.467
C 0.54 -1.36 4.99  -0.282
O -0.37 -0.84 3.98  -0.463
C 0.09 -0.89 2.75  0.881
O -0.52 -0.39 1.77  -0.678
N 1.27 -1.51 2.56  -0.510
N 1.81 -1.46 1.22  -0.647
H 0.74 -2.43 4.84  0.182
H 0.00 -1.23 5.93  0.224
H 1.48 -0.79 5.02  0.194
H 1.82 -1.94 3.32  0.397
H 2.70 -0.95 1.26  0.386
H 2.00 -2.43 0.91  0.365